# 1
Formula: C22H31N3O2
Source: the OMol25 dataset
Level of theory: wB97M-V/def2-TZVPD

```
58
Properties=species:S:1:pos:R:3:forces:R:3
C -3.5502 -1.3762 -0.2824 0.06 0.00 0.01
C -2.2276 -0.6976 -0.1402 -0.02 0.01 -0.03
C -0.9696 -1.2322 -0.0562 -0.05 0.14 0.03
C -0.0493 -0.1449 0.0401 0.04 0.00 0.00
C 1.4369 -0.1954 0.1137 -0.12 -0.18 0.11
O 2.1368 0.2895 -0.7647 -0.10 0.02 -0.04
N 1.9835 -0.8206 1.2075 -0.18 -0.04 0.01
C 3.4252 -0.8909 1.3167 0.03 0.14 -0.11
C 4.0018 -0.0030 2.4510 -0.09 0.00 0.18
N 3.0413 0.9445 3.0030 0.13 0.03 -0.05
C 2.7772 2.1477 2.4100 0.13 -0.03 -0.04
O 1.8011 2.8266 2.6950 -0.06 0.08 -0.05
C 3.7593 2.6851 1.4240 -0.05 -0.27 0.01
C 4.1431 2.3543 0.1884 0.08 0.14 -0.11
C 5.0046 3.5867 0.0138 0.10 -0.04 0.15
C 4.5313 3.9864 1.4507 -0.11 0.12 -0.09
C 2.1211 0.4057 4.0192 -0.05 0.05 -0.06
C 1.8195 1.3865 5.1536 0.01 -0.03 0.06
C 0.9425 0.7210 6.2120 -0.04 0.05 -0.03
C -0.3504 0.1999 5.5882 0.04 0.02 -0.03
C -0.0451 -0.7849 4.4640 0.03 0.01 -0.05
C 0.8593 -0.1828 3.3846 -0.05 0.00 0.01
C 1.1918 -1.2647 2.3553 0.15 -0.01 -0.04
C -0.7745 1.0193 0.0013 -0.05 0.03 -0.04
C -0.3169 2.4395 0.0368 0.01 -0.04 0.04
N -2.1038 0.6744 -0.0905 0.12 -0.01 0.03
C -3.1918 1.6261 -0.1703 0.01 -0.03 0.02
H -3.3924 -2.4503 -0.3676 0.00 0.02 0.01
H -4.1994 -1.2046 0.5798 0.00 0.01 0.01
H -4.0896 -1.0476 -1.1733 0.01 0.00 -0.01
H -0.7293 -2.2833 -0.0913 -0.02 0.00 0.01
H 3.7348 -1.9272 1.4741 -0.04 -0.03 0.02
H 3.8174 -0.5599 0.3568 0.02 -0.08 0.06
H 4.3329 -0.6346 3.2773 0.01 0.05 -0.01
H 4.8746 0.5290 2.0813 -0.01 0.06 0.00
H 3.8699 1.5464 -0.4777 0.03 0.06 0.06
H 6.0750 3.3917 -0.0739 0.00 0.03 -0.01
H 4.7076 4.2761 -0.7766 -0.05 0.00 -0.01
H 3.9028 4.8765 1.4863 0.01 0.00 0.00
H 5.3105 4.0727 2.2079 0.05 -0.04 0.01
H 2.6701 -0.4279 4.4763 -0.02 -0.03 -0.02
H 2.7676 1.7137 5.5887 0.00 0.01 0.00
H 1.3191 2.2731 4.7674 0.01 -0.09 -0.01
H 1.4768 -0.1101 6.6853 0.02 -0.03 -0.01
H 0.7216 1.4418 7.0022 -0.01 -0.02 0.01
H -0.9777 -0.2767 6.3447 0.00 -0.01 0.00
H -0.9209 1.0440 5.1874 0.00 0.01 -0.01
H 0.4530 -1.6651 4.8911 0.01 -0.01 0.00
H -0.9664 -1.1460 3.9985 -0.01 0.02 0.01
H 0.3243 0.6241 2.8722 0.01 0.02 0.02
H 0.2639 -1.7119 2.0087 0.00 0.00 -0.02
H 1.7658 -2.0611 2.8445 -0.01 0.01 -0.01
H 0.7657 2.4768 -0.0667 0.00 -0.02 0.00
H -0.7523 3.0181 -0.7809 0.00 -0.01 -0.01
H -0.5666 2.9367 0.9768 -0.03 -0.02 0.02
H -3.0055 2.4612 0.5033 0.00 -0.02 0.00
H -3.3145 2.0170 -1.1825 0.02 -0.02 -0.01
H -4.1196 1.1446 0.1303 0.01 0.01 0.00
```
Forces are in eV/Å.

As for the HOMO-LUMO gap: 8.6 eV. As for the relative energy (zero: lowest compared OMol25 entry of this formula, charge and spin): 41.6 kcal/mol. Its SMILES is Cc1cc(C(=O)N2CCN(C(=O)C3=CCC3)[C@H]3CCCC[C@@H]3C2)c(C)n1C. The total energy comes out at -1171.66218 Eh. The net charge is 0. The lowest unoccupied orbital energy comes out at 0.028 hartree. The HOMO energy is -7.819 eV.



# 2
Formula: C40H98N4O11
Source: the OMol25 dataset
Level of theory: wB97M-V/def2-TZVPD

```
153
Properties=species:S:1:pos:R:3:forces:R:3
C 1.9400 -3.7365 -0.9151 0.28 0.51 0.49
C 1.6448 -3.9516 0.5671 -1.15 0.33 0.75
C 0.3329 -3.2589 0.9793 -0.82 0.59 -0.70
C 1.4236 -5.4503 0.7991 -0.53 -0.57 -0.45
C 1.4007 -5.8535 2.2597 0.99 0.43 0.44
C 2.7010 -5.3026 2.8559 -0.04 0.34 0.80
C 2.8544 -3.7522 2.8199 0.02 -0.68 -1.09
C 1.8703 -3.0081 3.7239 -0.12 -0.39 0.91
C 4.2767 -3.4933 3.2668 1.23 0.76 0.73
N 2.7341 -3.4028 1.3875 1.20 -1.33 -0.19
O 2.9365 -2.0230 1.1675 -0.35 0.05 0.00
H 2.1674 -2.6831 -1.0895 0.19 -0.06 -0.09
H 2.7973 -4.3681 -1.1502 0.01 0.13 -0.37
H 1.0852 -3.9495 -1.5532 -0.05 -0.36 0.09
H -0.1320 -3.6012 1.9021 0.43 -0.08 0.15
H 0.4882 -2.1793 1.0513 0.06 -0.03 0.11
H -0.4666 -3.3909 0.2403 0.21 -0.10 -0.23
H 0.4901 -5.6613 0.2633 -0.21 -0.01 0.35
H 2.1035 -6.1321 0.2753 0.58 0.53 0.06
H 0.5622 -5.4497 2.8270 -0.20 -0.16 -0.17
H 1.4457 -6.9358 2.3827 -0.38 -0.03 -0.10
H 3.5597 -5.7496 2.3508 -0.06 0.16 -0.31
H 2.8557 -5.5918 3.9009 -0.35 -0.06 0.07
H 1.7934 -1.9515 3.4747 -0.17 -0.07 -0.25
H 2.1821 -3.0461 4.7733 0.38 0.01 -0.13
H 0.8977 -3.4984 3.7834 -0.13 0.30 -0.49
H 4.3462 -3.5411 4.3578 -0.13 -0.24 -0.01
H 4.6956 -2.5052 3.0475 -0.56 0.13 -0.26
H 5.0322 -4.1834 2.8845 -0.37 -0.25 -0.24
H 3.6615 -2.0339 0.5303 -0.10 0.11 0.27
C 6.2846 1.3235 -3.4974 1.03 -1.26 -0.38
C 5.7430 0.6702 -2.2049 -0.17 1.11 -0.97
C 4.3867 1.3853 -1.9740 -0.95 -2.01 1.22
C 5.6127 -0.8464 -2.3929 -1.39 -0.16 0.64
C 5.2764 -1.5467 -1.0767 1.29 0.24 0.94
C 6.4479 -1.3049 -0.1233 0.47 0.35 -1.16
C 6.6926 0.1891 0.1328 0.07 -0.26 1.06
C 5.7058 0.6794 1.2017 -0.53 1.06 0.29
C 8.1075 0.2553 0.7275 0.90 0.41 -0.16
N 6.7021 0.9197 -1.1333 0.80 -1.05 -0.17
O 7.0530 2.2628 -0.9725 -0.58 0.07 0.09
H 6.1484 2.3974 -3.4522 0.26 0.07 -0.26
H 7.3219 1.0147 -3.6893 0.23 0.63 0.71
H 5.8918 0.8842 -4.4225 -1.05 0.28 0.33
H 4.4044 2.0479 -1.1087 0.10 0.63 -0.48
H 3.8949 1.7483 -2.8676 0.39 0.67 0.00
H 3.6615 0.6308 -1.6234 0.05 0.01 0.02
H 4.7324 -1.0799 -3.0016 0.33 0.39 -0.63
H 6.5115 -1.2790 -2.8290 0.05 0.06 -0.07
H 4.4122 -1.0917 -0.5936 -0.38 -0.02 -0.52
H 5.1530 -2.6225 -1.2065 -0.33 0.04 -0.10
H 7.3436 -1.6010 -0.6806 0.02 -0.46 0.25
H 6.4156 -1.8455 0.8215 -0.15 0.00 0.02
H 5.9232 0.2208 2.1670 -0.07 -0.24 -0.11
H 4.6359 0.5739 0.9948 0.11 -0.54 -0.24
H 5.7730 1.7559 1.4116 0.42 -0.01 -0.18
H 8.4846 1.2642 0.9084 -0.40 0.12 -0.05
H 8.8215 -0.1772 0.0223 -0.13 -0.04 -0.10
H 8.2498 -0.2828 1.6667 -0.49 -0.14 0.00
H 6.2959 2.6787 -0.5244 0.15 0.17 -0.05
C -6.9254 2.0774 1.9508 -0.40 0.27 0.43
C -6.6088 1.5355 3.3434 0.88 -0.64 -0.56
C -7.5120 0.3270 3.6360 0.35 0.10 0.93
C -5.1117 1.1389 3.2518 -0.40 -1.07 1.56
C -4.5325 0.7387 4.6266 -0.44 0.48 -0.74
C -4.7148 1.9147 5.5712 0.94 0.26 -0.78
C -6.1530 2.4090 5.7100 0.08 -0.02 1.30
C -6.9444 1.5244 6.6973 -0.09 -0.36 -0.11
C -6.0811 3.8157 6.3445 -0.73 0.48 0.16
N -6.6999 2.5645 4.3692 0.63 0.79 -0.68
O -7.9742 3.1594 4.3992 -0.67 -0.33 0.29
H -6.7820 1.2456 1.2620 -0.12 0.13 -0.20
H -7.9516 2.4452 1.8995 0.00 -0.12 -0.14
H -6.2514 2.8917 1.6827 0.02 0.00 -0.01
H -8.5380 0.6924 3.6677 -0.12 -0.33 -0.11
H -7.3848 -0.5538 3.0065 -0.11 0.37 -0.56
H -7.2522 -0.0480 4.6274 -0.27 0.06 0.02
H -5.0270 0.1948 2.7077 -0.03 0.49 -0.86
H -4.5319 1.9700 2.8545 0.02 -0.14 -0.32
H -5.0366 -0.1818 4.9320 0.07 0.07 0.35
H -3.4826 0.4948 4.4509 0.07 0.03 0.37
H -4.2033 2.7653 5.0999 0.16 -0.10 -0.08
H -4.1517 1.7703 6.4955 -0.65 -0.05 0.38
H -6.5644 1.6690 7.7105 0.06 0.12 -0.03
H -6.8506 0.4578 6.4877 0.06 0.04 -0.04
H -8.0097 1.7588 6.7097 0.03 0.14 -0.13
H -6.0222 4.5952 5.5827 0.33 -0.10 -0.07
H -5.2706 3.9556 7.0606 0.22 -0.31 -0.19
H -6.9850 4.0482 6.9154 -0.10 -0.16 -0.13
H -7.8501 4.0865 4.1685 0.22 -0.09 -0.07
C -2.5467 -0.7192 -0.0425 0.88 0.24 0.10
C -2.4334 0.7728 -0.3950 0.07 0.80 1.51
C -3.8090 1.4256 -0.5329 -0.49 -1.01 -0.49
C -1.8022 1.5012 0.8089 1.31 1.07 0.49
C -0.2753 1.3750 0.8755 0.07 -2.04 -0.23
C 0.4687 1.6880 -0.4323 -0.62 -0.36 1.07
C -0.1802 1.0374 -1.6768 0.44 0.31 -0.50
C 0.2540 1.9579 -2.8287 -0.22 0.82 -0.67
C 0.3670 -0.3511 -1.9914 0.05 -0.85 0.18
N -1.6421 1.0843 -1.5792 -0.32 1.40 -0.24
O -2.2740 0.5180 -2.7080 0.15 -0.74 -0.31
H -2.7996 -0.8751 1.0089 -0.83 0.20 -0.18
H -3.2044 -1.2234 -0.7449 0.03 -0.27 0.17
H -1.5408 -1.1453 -0.0290 -0.08 -0.22 -0.59
H -4.4050 0.8472 -1.2456 -0.03 0.26 -0.15
H -4.3541 1.3553 0.4094 0.16 0.14 0.12
H -3.7444 2.4620 -0.8565 0.04 0.01 0.04
H -2.0071 2.5754 0.8544 -0.34 -0.01 -0.67
H -2.2091 1.1614 1.7650 -0.17 -0.44 -0.22
H 0.1628 1.8617 1.7468 -0.09 0.37 -0.16
H -0.0798 0.3053 1.0549 0.07 0.00 0.18
H 1.4675 1.2526 -0.3598 0.14 0.28 0.01
H 0.5456 2.7746 -0.4731 -0.01 0.01 -0.61
H -0.0393 2.9820 -2.5837 0.04 0.03 0.07
H -0.1607 1.7794 -3.8247 -0.26 -0.55 0.24
H 1.3313 1.9798 -3.0037 0.10 -0.19 0.48
H 1.4502 -0.3641 -2.1346 0.01 0.26 0.06
H -0.0659 -0.7551 -2.9082 -0.06 0.25 -0.06
H 0.1571 -1.1030 -1.2271 0.00 0.20 0.22
H -2.3314 1.2101 -3.3873 0.13 0.26 0.47
C 2.6864 0.5817 -5.0067 -0.90 -0.37 0.84
C 2.9852 -0.7162 -5.7197 1.41 -0.31 0.54
O 2.1564 -1.7441 -5.1886 -1.30 0.52 0.04
H 2.5660 0.2530 -3.9703 -0.14 0.40 0.06
H 1.7440 1.0404 -5.3148 -0.04 -0.19 -0.07
H 3.4387 1.3670 -5.0009 0.38 -0.32 -0.44
H 3.9694 -1.0592 -5.3613 0.38 0.62 -0.87
H 2.9439 -0.5736 -6.8039 -0.04 -0.48 0.02
H 2.2964 -2.5915 -5.6110 0.25 0.03 -0.30
C -1.9117 -3.2412 -2.6697 -0.29 1.09 1.13
C -2.3244 -2.6716 -4.0142 0.33 -1.04 0.47
O -3.3255 -3.5449 -4.5370 -0.05 0.37 -1.02
H -1.0330 -2.7524 -2.2451 0.29 -0.28 -0.32
H -1.8300 -4.3264 -2.6582 0.32 0.00 -0.31
H -2.6612 -2.9772 -1.9129 -0.23 -0.22 -0.17
H -1.4520 -2.6910 -4.6747 -0.27 -0.12 -0.26
H -2.6591 -1.6347 -3.9537 -0.13 -0.08 0.18
H -3.8199 -3.9599 -3.8296 0.05 0.15 0.26
O -2.4331 2.8829 -4.3071 -0.29 0.04 -0.39
H -2.9144 2.9682 -5.1400 0.11 0.07 0.05
H -1.8380 3.6412 -4.2927 0.10 -0.11 0.09
O -1.8065 4.3880 -0.8750 0.18 0.07 -0.35
H -1.2329 4.9550 -1.4293 -0.22 -0.34 0.27
H -1.7775 3.5107 -1.2926 -0.04 0.11 0.12
O -0.0018 5.7643 -2.6142 -0.11 0.10 -0.22
H -0.0854 5.3436 -3.4848 0.26 0.10 0.02
H -0.1680 6.7000 -2.7789 0.03 -0.09 0.08
O -5.4817 1.7594 -4.4149 0.02 -0.07 -0.13
H -5.6949 0.8563 -4.1549 0.03 0.07 -0.01
H -4.5203 1.7975 -4.3906 -0.07 -0.03 0.28
O 0.2843 4.6767 -5.3493 -0.09 0.08 -0.14
H 0.0500 5.2383 -6.0984 0.03 -0.06 0.08
H 1.1868 4.3862 -5.5291 -0.10 -0.03 0.12
```
Forces are in eV/Å.

As for the HOMO-LUMO gap: 7.7 eV. As for the relative energy (zero: lowest compared OMol25 entry of this formula, charge and spin): 0.0 kcal/mol. Its SMILES is CC1(C)CCCC(C)(C)N1O.CC1(C)CCCC(C)(C)N1O.CC1(C)CCCC(C)(C)N1O.CC1(C)CCCC(C)(C)N1O.CCO.CCO.O.O.O.O.O. The total energy comes out at -2629.29449 Eh. The net charge is 0. The lowest unoccupied orbital energy comes out at -0.012 hartree. The HOMO energy is -8.052 eV.



Question: The lowest relative energy (zero: lowest compared OMol25 entry of this formula, charge and spin) belongs to which entry?
Answer: C40H98N4O11